{"formula": "C2H27N2O10", "method": "ωB97M-V/def2-TZVPD", "symbols": ["C", "C", "N", "N", "H", "H", "H", "H", "H", "H", "H", "H", "H", "O", "H", "H", "O", "H", "H", "O", "H", "H", "O", "H", "H", "O", "H", "H", "O", "H", "H", "O", "H", "H", "O", "H", "H", "O", "H", "H", "O"], "coordinates": [[1.791, -1.511, 1.050], [2.385, -0.280, 1.164], [1.869, 0.928, 0.419], [2.218, -2.579, 1.804], [0.972, -1.725, 0.370], [3.297, -0.270, 1.824], [2.077, 1.568, 1.083], [2.217, 0.814, -0.646], [0.960, 0.705, 0.362], [2.909, -2.381, 2.550], [1.839, -3.457, 1.845], [2.223, -0.654, -2.383], [3.568, 0.160, -2.326], [2.676, 0.003, -1.993], [-0.194, -1.954, -2.182], [0.160, -0.508, -2.702], [0.313, -1.120, -1.964], [0.897, 2.993, -1.485], [-0.423, 2.326, -1.733], [0.465, 2.159, -1.399], [-1.994, 0.266, -0.275], [-0.799, -0.715, -0.806], [-1.416, -0.487, -0.084], [-1.153, -4.027, -2.055], [-1.314, -3.451, -3.340], [-0.718, -3.431, -2.680], [-3.092, 2.239, -2.919], [-3.702, 2.829, -1.778], [-2.917, 2.415, -2.020], [-3.691, 0.833, 1.207], [-3.843, 2.317, 1.037], [-3.205, 1.569, 1.050], [-0.749, 3.155, 3.101], [-1.189, 1.898, 2.599], [-1.067, 2.321, 3.369], [-2.570, -2.479, -0.559], [-2.548, -3.839, -0.201], [-2.655, -3.331, -0.986], [1.273, 2.721, 3.857], [2.374, 1.690, 3.797], [2.126, 2.558, 3.319]], "mulliken_charge": [0.468, -0.597, 0.090, -0.212, 0.278, 0.392, 0.316, 0.559, 0.094, 0.259, 0.263, 0.221, 0.262, -0.532, 0.341, 0.349, -0.677, 0.260, 0.253, -0.511, 0.347, 0.436, -0.676, 0.330, 0.285, -0.650, 0.293, 0.263, -0.538, 0.284, 0.279, -0.550, 0.324, 0.259, -0.599, 0.293, 0.331, -0.607, 0.360, 0.323, -0.665], "total_charge": 2, "largest_force_ev_per_a": 7.7, "s2": 0.7705, "gap_ev": [9.276, 5.459], "e_tot_ha": -953.5991, "lumo_ev": [-7.2815, -11.0983], "multiplicity": 2}